A cluster of 13 separate species, C62H139O36P5S8 in total in a non-equilibrium geometry, computed with ωB97M-V with the def2-TZVPD basis set.

```
! RIJCOSX wB97M-V def2-TZVPD def2/J DEFGRID3
* xyz 0 1
C -23.33917 11.59440 -12.31848
C -24.18340 10.74141 -13.30302
C -23.68525 9.30030 -13.24960
S -21.92969 9.34450 -12.67235
O -21.01761 9.04079 -13.79731
O -21.82805 8.68786 -11.37356
C -21.90227 11.13061 -12.33111
H -23.68742 11.38933 -11.30617
H -23.41611 12.67077 -12.47212
H -23.83347 11.10051 -14.27086
H -25.25318 10.91428 -13.18559
H -23.72359 8.60638 -14.08931
H -24.29507 8.78561 -12.50710
H -21.50400 11.45170 -13.29361
H -21.15879 11.48748 -11.61838
C -18.84942 14.41722 -9.52609
C -20.06602 14.74748 -10.42953
C -19.50058 15.13602 -11.81204
S -17.81355 15.81501 -11.47631
O -17.83414 17.23416 -11.82128
O -16.79624 14.89666 -12.02739
C -17.91531 15.63500 -9.69368
H -18.31553 13.49505 -9.75558
H -19.09099 14.31737 -8.46790
H -20.73840 15.52433 -10.06550
H -20.66770 13.85245 -10.58767
H -20.10091 15.88306 -12.33130
H -19.31733 14.38794 -12.58334
H -18.44221 16.56189 -9.46703
H -16.97576 15.67074 -9.14227
C -28.32270 14.75135 -15.48307
C -27.78848 15.65818 -16.67749
C -27.03322 14.69873 -17.68751
S -26.59185 13.09737 -16.73256
O -25.09608 12.97008 -16.65967
O -27.43932 12.01760 -17.28184
C -27.27817 13.65778 -15.12203
H -29.25073 14.31039 -15.84694
H -28.59186 15.30514 -14.58365
H -27.02595 16.38726 -16.40345
H -28.62032 16.17448 -17.15662
H -26.10361 15.15404 -18.02902
H -27.56453 14.38692 -18.58671
H -26.42638 14.18825 -14.69639
H -27.71303 12.91316 -14.45530
C -21.67820 11.34702 -16.97553
C -22.78126 10.27437 -16.94071
C -22.64304 9.45142 -18.18191
S -20.81119 9.39004 -18.57376
O -20.61266 9.79106 -19.95483
O -20.25890 8.13008 -18.09420
C -20.35072 10.68023 -17.35292
H -21.57832 11.99451 -16.10440
H -21.80014 12.06724 -17.78455
H -23.79957 10.65115 -16.84480
H -22.62191 9.54864 -16.14319
H -22.90169 10.11868 -19.00408
H -23.08745 8.45931 -18.26142
H -19.50495 11.30598 -17.63789
H -20.06181 10.32802 -16.36268
C -28.44426 14.77872 -9.45185
C -27.30020 13.96302 -8.82171
C -26.00190 14.38442 -9.46387
S -26.39415 14.67610 -11.26518
O -26.14503 13.42113 -12.00011
O -25.81630 15.93940 -11.61798
C -28.25653 14.97062 -10.93903
H -28.53109 15.74212 -8.94945
H -29.39377 14.29951 -9.21331
H -27.45726 12.89030 -8.93445
H -27.37278 13.97797 -7.73423
H -25.06707 13.82577 -9.41775
H -25.72345 15.36828 -9.08628
H -28.69308 14.20686 -11.58261
H -28.41904 15.96169 -11.36265
C -18.49986 12.23815 -20.58929
C -17.43562 13.28506 -20.75857
C -17.70789 14.49610 -19.82226
S -19.54779 14.50121 -19.53886
O -20.16866 15.62542 -20.18575
O -19.83768 14.23715 -18.16031
C -19.83763 12.97360 -20.60323
H -18.32357 11.56366 -19.75139
H -18.49585 11.47716 -21.36965
H -17.49980 13.55005 -21.81391
H -16.41705 12.94862 -20.56508
H -17.46618 15.48549 -20.21058
H -17.23913 14.19983 -18.88388
H -20.15500 13.26577 -21.60423
H -20.69880 12.50147 -20.13040
C -22.64979 15.55197 -13.87256
C -22.59609 14.48892 -14.98039
C -22.65082 15.19199 -16.30294
S -23.34970 16.91684 -15.95899
O -24.60335 17.20331 -16.66213
O -22.29678 17.96917 -15.99329
C -23.87768 16.41231 -14.20542
H -21.75659 16.16763 -13.76649
H -22.80140 15.00341 -12.94295
H -23.48216 13.87229 -14.82958
H -21.70550 13.86209 -14.93547
H -23.32430 14.80665 -17.06847
H -21.65981 15.25734 -16.75208
H -24.82808 15.88569 -14.29202
H -23.96814 17.33101 -13.62586
C -19.61758 21.13356 -14.92059
C -19.11687 21.62333 -13.59688
C -19.39261 20.43152 -12.58403
S -21.09822 19.87956 -12.98532
O -22.17336 20.52231 -12.16302
O -20.97575 18.43604 -13.15182
C -21.08171 20.73813 -14.69760
H -19.06164 20.23272 -15.18047
H -19.51612 21.81035 -15.76898
H -19.72833 22.46227 -13.26460
H -18.07049 21.92841 -13.58581
H -19.35954 20.68049 -11.52335
H -18.82661 19.52895 -12.81446
H -21.81147 21.54163 -14.59782
H -21.40463 20.07045 -15.49636
C -22.53045 18.20350 -19.75524
C -22.37524 19.42903 -18.83704
O -21.53171 20.30989 -19.51813
P -20.59658 21.41030 -18.70017
O -19.85275 22.36546 -19.53184
O -19.61850 20.50472 -17.78620
C -18.88711 19.39615 -18.30130
C -19.19527 18.10864 -17.49470
O -21.65349 22.08002 -17.70289
C -22.63202 23.06416 -18.10433
C -23.33401 22.76732 -19.46956
H -22.83518 18.51116 -20.75553
H -21.56539 17.72190 -19.91277
H -23.29437 17.49207 -19.44151
H -23.37078 19.79223 -18.58191
H -21.85976 19.04119 -17.95842
H -19.13961 19.18583 -19.34058
H -17.83398 19.67683 -18.31632
H -19.15888 18.32830 -16.42768
H -20.17211 17.70477 -17.76071
H -18.46107 17.31030 -17.60286
H -23.36987 23.13242 -17.30494
H -22.21616 24.06858 -18.02499
H -22.68603 22.72072 -20.34480
H -23.84953 21.81826 -19.32255
H -24.10649 23.52600 -19.59511
C -28.42453 23.52985 -14.72603
C -27.40766 24.67291 -15.06000
O -26.23991 24.06504 -15.61028
P -24.91190 23.97081 -14.74324
O -25.04821 24.14028 -13.25786
O -24.28591 22.55733 -15.14587
C -24.84255 21.38736 -14.71644
C -24.80057 20.42458 -15.87692
O -24.04185 25.03864 -15.63823
C -22.74034 25.43548 -15.17977
C -21.80714 24.28843 -14.82433
H -28.19264 22.93545 -13.84228
H -29.37103 24.06048 -14.62280
H -28.53813 22.81429 -15.54038
H -27.93375 25.26634 -15.80778
H -27.26462 25.36276 -14.22830
H -24.34262 20.88500 -13.88831
H -25.91323 21.48647 -14.53775
H -25.45699 19.55473 -15.90096
H -24.83768 20.85757 -16.87654
H -23.78308 20.03365 -15.87733
H -22.21405 26.17666 -15.78126
H -22.97509 26.02883 -14.29609
H -21.69109 23.66623 -15.71175
H -20.79056 24.57687 -14.55702
H -22.25883 23.64315 -14.07089
C -30.00366 19.45896 -22.23062
C -29.52648 20.52782 -21.20258
O -28.19668 20.17201 -20.89002
P -27.75880 20.20343 -19.33870
O -28.76085 19.92479 -18.30856
O -26.42635 19.24734 -19.41395
C -26.49035 17.86010 -19.40222
C -26.49532 17.48768 -20.97711
O -27.05482 21.68625 -19.26307
C -27.48699 22.71148 -18.37418
C -27.18458 24.04828 -18.99486
H -31.06839 19.44112 -22.46330
H -29.43800 19.50074 -23.16143
H -29.79146 18.49619 -21.76570
H -29.63101 21.55744 -21.54476
H -30.14377 20.52044 -20.30425
H -25.60418 17.46378 -18.90650
H -27.34837 17.32633 -18.99358
H -27.42551 17.91518 -21.35139
H -25.60771 17.89446 -21.46164
H -26.57222 16.40535 -21.08087
H -28.55090 22.67440 -18.14005
H -26.90379 22.74562 -17.45396
H -26.11516 24.24842 -18.92854
H -27.40677 23.97829 -20.05968
H -27.79684 24.86191 -18.60597
C -17.31872 8.87698 -19.20450
C -16.24908 9.81412 -18.50950
O -17.03986 10.71932 -17.87846
P -16.40426 11.65596 -16.79168
O -15.78150 10.93139 -15.64103
O -15.37082 12.57095 -17.61847
C -14.63012 13.68966 -17.08733
C -13.25364 13.82643 -17.75589
O -17.65244 12.61313 -16.39683
C -17.63428 13.47915 -15.24571
C -18.22213 14.81137 -15.50362
H -17.44994 8.00330 -18.56608
H -18.30984 9.31989 -19.30253
H -17.00833 8.60087 -20.21222
H -15.53618 9.23992 -17.91776
H -15.55939 10.33270 -19.17546
H -15.22431 14.58619 -17.26420
H -14.52700 13.59537 -16.00633
H -13.30608 14.29921 -18.73662
H -12.61136 14.43184 -17.11631
H -12.83387 12.82069 -17.77592
H -18.07518 12.83400 -14.48579
H -16.62419 13.62487 -14.86282
H -18.08342 15.44398 -14.62689
H -17.82160 15.18579 -16.44568
H -19.30663 14.75973 -15.59999
C -28.68478 20.84914 -5.84338
C -27.18326 20.39140 -5.97358
O -26.61003 20.49353 -7.29974
P -25.77372 19.25765 -7.90827
O -26.62172 18.09141 -8.15768
O -24.44469 19.15763 -6.99905
C -23.47017 20.20850 -7.03187
C -23.67870 21.20778 -5.88546
O -25.14117 19.87209 -9.27676
C -24.68683 19.04275 -10.39415
C -23.67350 18.03641 -9.91603
H -29.22435 20.43273 -6.69400
H -29.13902 20.74251 -4.85829
H -28.78680 21.91774 -6.03255
H -26.56799 20.98846 -5.30049
H -27.10818 19.38008 -5.57398
H -22.49767 19.75183 -6.84798
H -23.29413 20.73543 -7.96966
H -23.70432 20.66056 -4.94313
H -22.83286 21.89167 -5.81500
H -24.59033 21.78043 -6.05604
H -25.59352 18.64626 -10.85110
H -24.15994 19.51162 -11.22522
H -23.96592 17.29727 -9.17021
H -23.48682 17.40348 -10.78358
H -22.80581 18.55687 -9.51063
*
```

Output
ΔE to the lowest compared entry with this formula, charge and spin: 9.6 kcal/mol
Electronic energy: -10046.95036 Ha
Highest occupied orbital energy: -9.908 eV
Max |F|: 4.0 eV/A